[1]
C4H7NO3 in the gas phase in a non-equilibrium geometry. Source: OMol25; level of theory: wB97M-V/def2-TZVPD.

Positions of all 15 atoms, in Å:
C1 -1.28660 -0.57718 -1.09776
N1 -0.52653 0.63096 -0.85367
C2 0.20071 0.67369 0.38583
O1 0.77467 1.93720 0.51925
O2 -0.72389 0.43704 1.40419
C3 1.38221 -0.30725 0.44967
C4 1.25653 -1.58472 0.57911
O3 1.14811 -2.73573 0.71725
H1 -0.65903 -1.47780 -1.12202
H2 -1.79948 -0.47094 -2.05053
H3 -2.01985 -0.68213 -0.30177
H4 0.11631 0.82223 -1.61525
H5 0.08119 2.59473 0.38077
H6 -0.28845 0.58080 2.25237
H7 2.34411 0.15911 0.35256

## Properties
Multiplicity = 1
E_LUMO = 0.7 eV
SMILES = CNC(O)(O)C=C=O

[2]
A 11-piece molecular cluster, C6H33O11 overall in a non-equilibrium geometry. Source: OMol25; level of theory: wB97M-V/def2-TZVPD.

Positions of all 50 atoms, in Å:
C1 0.17821 -1.29590 -2.26082
O1 -1.11757 -1.87459 -1.93394
C2 0.39981 0.09101 -1.70409
C3 1.22867 0.13539 -0.42637
C4 0.65920 1.12682 0.63445
C5 0.84821 2.61959 0.37706
C6 2.26594 3.15737 0.53378
H1 0.20900 -1.40836 -3.34867
H2 0.88730 -2.05612 -1.92464
H3 -0.53855 0.63519 -1.63444
H4 0.80938 0.70930 -2.51243
H5 1.10098 -0.78587 0.11135
H6 2.26655 0.33002 -0.68507
H7 -0.39332 0.95128 0.46600
H8 1.03376 0.85957 1.61879
H9 0.19444 2.97453 1.19607
H10 0.24921 3.18189 -0.35557
H11 2.50526 4.03351 -0.07396
H12 2.45403 3.42766 1.57173
H13 3.00926 2.38835 0.28010
H14 1.70181 -3.65682 0.99541
H15 1.15918 -3.99318 -0.38454
O2 1.83190 -3.46671 0.06555
H16 -3.05325 0.62478 -1.09564
H17 -4.20124 0.98368 -0.08537
O3 -3.24307 0.99798 -0.13140
H18 0.70165 -1.94435 4.60621
H19 0.44900 -1.58039 3.12074
O4 1.09213 -1.50646 3.84018
H20 -2.67700 -0.66423 0.04359
H21 -1.99635 -1.90443 -0.40533
O5 -2.49460 -1.56887 0.38827
H22 2.27154 2.50974 -3.04070
H23 0.78041 2.64968 -2.72683
O6 1.44340 2.74803 -3.43565
H24 -2.09076 -1.19397 4.04494
H25 -1.99120 -0.99267 2.53051
O7 -1.54576 -0.77076 3.36596
H26 -1.04507 -3.30219 1.55580
H27 -0.68711 -1.96199 1.05360
O8 -0.38896 -2.63164 1.69901
H28 -2.12349 1.14775 2.86049
H29 -2.81150 1.24877 1.50884
O9 -2.78882 1.67054 2.38717
H30 -3.33478 0.01225 -2.96601
H31 -1.79229 -1.15867 -2.24143
O10 -2.60693 0.09436 -2.34392
H32 3.34898 -0.57117 -2.37476
H33 3.72158 -0.59459 -0.95223
O11 4.12082 -0.42509 -1.81181

## Properties
Multiplicity = 1
Charge = -1
E_LUMO = 2.7 eV

[3]
A 12-piece molecular cluster, C20H64N8O12 overall in a non-equilibrium geometry. Source: OMol25; level of theory: wB97M-V/def2-TZVPD.

Positions of all 104 atoms, in Å:
N1 2.71189 0.54155 -1.85579
C1 3.56902 0.39877 -2.74546
N2 3.84699 1.52738 -3.24110
O1 4.04531 -0.74986 -3.16734
H1 2.63742 -0.21393 -1.10155
H2 2.32253 1.46676 -1.53293
H3 4.73656 1.55198 -3.90141
H4 3.68381 2.40048 -2.80113
N3 0.53380 0.17020 -3.27244
C2 0.20608 1.18267 -3.97676
N4 1.14609 1.95656 -4.17754
O2 -1.09012 1.35698 -4.49009
H5 0.00915 -0.70815 -3.19720
H6 1.44033 0.33056 -2.74607
H7 0.90906 2.78556 -4.78555
H8 2.08618 1.73637 -3.79862
N5 -5.48641 -0.72912 1.16036
C3 -4.33488 -0.56230 0.67430
N6 -3.39452 -1.47649 1.02198
O3 -4.01185 0.40579 -0.17558
H9 -6.17028 0.07636 1.02537
H10 -5.75480 -1.43192 1.91394
H11 -2.37933 -1.28964 0.66993
H12 -3.38518 -2.24983 1.63754
N7 -2.65731 -0.10960 -2.47571
C4 -2.38480 -1.34213 -2.44899
N8 -2.77846 -2.14777 -1.49775
O4 -1.64789 -1.82407 -3.55412
H13 -2.09430 0.41550 -3.20114
H14 -3.19525 0.43551 -1.75272
H15 -2.53031 -3.16069 -1.65418
H16 -3.37612 -1.94803 -0.67945
C5 1.93110 -2.66889 -1.94289
C6 2.66306 -2.54138 -0.60918
C7 4.14029 -2.93087 -0.65994
O5 2.49628 -1.44180 -0.06249
H17 2.34706 -2.21361 -2.86447
H18 0.87951 -2.20742 -1.80086
H19 1.92002 -3.76580 -2.15848
H20 2.13167 -3.14631 0.09622
H21 4.65054 -2.31516 -1.46691
H22 4.33454 -3.93619 -1.02551
H23 4.64378 -2.80921 0.28059
H24 2.18577 -1.52574 0.82712
C8 4.96525 1.24000 0.34355
C9 4.00245 1.12320 1.44811
C10 4.37895 2.33857 2.38854
O6 2.81570 1.44340 1.13195
H25 4.72236 2.08222 -0.29759
H26 5.02267 0.38269 -0.27499
H27 5.91858 1.40874 0.81703
H28 4.06784 0.05386 1.84027
H29 3.92819 2.27036 3.34809
H30 4.12710 3.29110 1.94009
H31 5.52005 2.28259 2.59301
H32 2.71508 1.91479 0.29097
C11 -0.98712 -4.21719 0.03346
C12 -2.11265 -5.14931 -0.39192
C13 -3.12172 -5.23413 0.70448
O7 -2.61888 -4.95538 -1.50598
H33 -0.44472 -3.80805 -0.87232
H34 -0.36602 -4.74764 0.73775
H35 -1.43200 -3.35892 0.47648
H36 -1.62819 -6.10737 -0.61016
H37 -3.47060 -4.31919 0.99529
H38 -2.75998 -5.50983 1.63577
H39 -3.98941 -5.83361 0.50373
H40 -2.12171 -5.48701 -2.18699
C14 -1.92020 2.82112 1.42531
C15 -2.95494 2.76236 2.59480
C16 -2.76123 1.46273 3.37024
O8 -2.93802 3.79976 3.33340
H41 -1.83677 3.73506 0.88681
H42 -2.21632 2.03975 0.67863
H43 -0.88331 2.69624 1.71883
H44 -3.88378 2.78294 2.10443
H45 -3.73329 1.24460 3.75772
H46 -1.96031 1.63757 4.12414
H47 -2.45693 0.60571 2.75988
H48 -3.68010 3.71757 3.97445
C17 -0.23433 0.26754 -0.09811
O9 -0.93747 -0.95017 0.18169
H49 0.51810 -0.15133 -0.83983
H50 0.30141 0.79545 0.75504
H51 -0.89501 0.96186 -0.60906
H52 -1.28089 -1.20095 -0.70782
C18 1.32651 3.45527 3.02820
O10 0.44562 3.47218 4.09856
H53 1.51668 2.50671 2.79301
H54 2.18879 4.08187 3.21208
H55 0.78345 3.87160 2.20567
H56 0.08984 4.34432 3.91455
C19 0.40302 -0.05820 3.63450
O11 1.73893 -0.12799 3.13115
H57 -0.41237 -0.09030 2.85042
H58 0.31931 0.87670 4.22429
H59 0.21736 -0.92253 4.23815
H60 1.82086 0.61699 2.49963
C20 -2.48007 3.08801 -2.07488
O12 -2.42138 4.44654 -1.86229
H61 -2.45480 2.95966 -3.15165
H62 -3.30475 2.52177 -1.60888
H63 -1.62658 2.58491 -1.74846
H64 -3.06429 4.94771 -2.36918

## Properties
Multiplicity = 1
E_LUMO = -0.2 eV
SMILES = NC(N)=O.NC(N)=O.NC(N)=O.NC(N)=O.CC(C)O.CC(C)O.CC(C)O.CC(C)O.CO.CO.CO.CO

[4]
C31H25BrN5O5S2V as an isolated structure. Source: OMol25; level of theory: wB97M-V/def2-TZVPD.

Positions of all 70 atoms, in Å:
V1 -0.85122 0.26216 -1.09053
O1 4.41952 1.70406 -1.30974
C1 3.73303 2.83408 -0.99833
C2 4.45440 3.97520 -0.67041
C3 3.78407 5.14830 -0.35825
C4 2.39716 5.18845 -0.36294
C5 1.68096 4.04713 -0.70061
C6 2.33377 2.87057 -1.02976
C7 1.57626 1.63664 -1.47431
O2 0.19917 1.81015 -1.39654
N1 1.98480 0.49046 -0.69890
N2 1.08209 -0.60151 -1.01977
C8 1.67336 -1.72148 -0.56323
C9 1.29184 -3.04475 -0.45891
Br1 -0.53797 -3.55677 -0.71931
C10 2.12811 -4.10340 -0.10080
C11 3.56515 -4.15609 -0.14438
C12 4.22303 -5.17049 0.58478
C13 5.59779 -5.29453 0.58401
C14 6.38685 -4.41502 -0.15232
C15 5.76180 -3.42335 -0.89784
C16 4.38360 -3.29244 -0.90101
H1 3.79605 0.94748 -1.23493
H2 5.53538 3.92033 -0.65883
H3 4.35263 6.03402 -0.10117
H4 1.87478 6.10107 -0.10613
H5 0.59909 4.04681 -0.72203
H6 1.84568 1.43770 -2.52444
H7 1.83406 0.72432 0.28613
H8 2.68434 -1.56679 -0.19672
H9 1.64007 -5.00007 0.26189
H10 3.62180 -5.85970 1.16711
H11 6.06136 -6.08283 1.16580
H12 7.46554 -4.50585 -0.14975
H13 6.35431 -2.74076 -1.49561
H14 3.93038 -2.53549 -1.52605
O3 -0.16881 -0.76885 1.75343
S1 -1.39459 -0.08634 2.06410
O4 -1.38376 0.95890 3.05438
N3 -1.99079 0.42165 0.64368
C17 -3.02856 1.35377 0.62576
C18 -3.86209 1.69944 1.66937
C19 -4.84970 2.69251 1.51498
C20 -5.02899 3.36134 0.33762
C21 -4.21244 3.02570 -0.76574
C22 -4.31751 3.63473 -2.03358
C23 -3.49867 3.24013 -3.05531
C24 -2.55395 2.22925 -2.81747
N4 -2.43776 1.64991 -1.64779
C25 -3.24001 2.01475 -0.62397
C26 -2.57282 -1.29652 2.62428
C27 -3.01662 -1.26314 3.93633
C28 -3.91187 -2.22885 4.37490
C29 -4.35599 -3.21091 3.50120
C30 -3.90866 -3.23043 2.18574
C31 -3.01419 -2.27068 1.74074
H15 -3.74581 1.23659 2.63635
H16 -5.46999 2.93032 2.37036
H17 -5.78165 4.13221 0.23039
H18 -5.05564 4.41467 -2.18081
H19 -3.55935 3.68738 -4.03742
H20 -1.88307 1.88780 -3.59622
H21 -2.65860 -0.48444 4.59687
H22 -4.26183 -2.21136 5.39920
H23 -5.05575 -3.96311 3.84342
H24 -4.25435 -3.99590 1.50312
H25 -2.65287 -2.27560 0.72138
O5 -1.92616 -0.86862 -4.89059
S2 -2.19715 -1.52500 -3.60766
N5 -1.61299 -0.99894 -2.35721

## Properties
Expectation value of S² = 3.803
Multiplicity = 4
Charge = -1
E_LUMO (alpha / beta) = 2.0 / 1.9 eV

Calculated energy above the lowest of the compared OMol25 structures with the same formula, charge and spin in order - 51.5, 32.3, 280.0, 0.0 kcal/mol